Record 1
Formula: N2O2
Source: the OMol25 dataset
Level of theory: ωB97M-V/def2-TZVPD

Last column: Mulliken charge in e.
Positions of all 4 atoms, in Å:
O -1.77 -0.24 0.02  -0.42
N 0.63 -0.13 -0.10  0.61
N 1.72 0.03 0.06  -0.26
O -0.57 0.34 0.02  0.07

The charge is 0.


Record 2
Formula: C38H71N5O14
Source: the OMol25 dataset
Level of theory: ωB97M-V/def2-TZVPD

Last column: Mulliken charge in e.
Positions of all 128 atoms, in Å:
H 18.17 10.17 10.20  -0.02
H 8.81 13.49 10.98  0.34
C 12.11 14.30 16.53  0.18
H 10.42 12.80 10.76  0.20
H 18.63 12.77 10.19  0.46
H 14.58 8.28 7.51  0.30
H 19.83 17.29 16.80  0.26
H 18.37 7.70 15.13  0.39
H 10.46 10.26 14.58  0.08
C 18.05 10.80 9.30  -0.09
O 12.11 12.92 18.47  -0.60
H 9.94 15.51 20.10  0.39
H 17.03 11.96 12.77  -0.22
C 17.81 12.23 9.69  -0.85
H 10.16 19.02 16.63  0.38
C 9.43 10.23 14.94  -0.85
H 14.45 15.38 14.16  -0.55
C 20.11 16.23 16.93  0.05
H 12.56 14.20 20.25  0.13
H 14.99 15.69 16.87  0.15
O 16.36 16.70 18.01  -0.31
C 16.46 9.26 8.12  0.62
N 18.01 10.53 20.20  -0.46
H 12.25 15.37 16.41  -0.18
H 15.32 10.99 19.89  0.47
H 14.07 7.40 13.26  0.30
H 19.35 8.37 18.49  0.18
C 13.06 11.64 11.73  -0.03
C 10.48 18.02 16.43  -0.76
C 18.24 8.73 14.85  -0.84
C 21.54 15.95 16.66  0.08
H 12.15 15.98 20.47  0.19
C 9.46 12.65 11.25  -0.96
H 14.34 9.95 8.12  0.01
C 16.13 11.44 18.02  0.21
H 10.06 13.74 20.06  0.27
O 8.60 11.87 13.29  -0.35
H 18.91 10.58 8.68  0.40
O 14.63 16.39 19.44  -0.52
C 13.57 10.62 13.84  0.35
H 14.46 11.94 15.22  -0.04
N 22.63 15.65 16.43  -0.37
H 14.28 11.95 18.93  0.05
C 15.70 8.18 12.13  0.33
H 13.25 12.66 11.39  0.56
H 14.65 14.21 9.54  -0.04
O 16.46 8.18 13.39  -0.36
C 13.30 10.50 10.75  -1.12
H 19.22 12.08 13.90  0.40
H 19.67 15.66 16.12  -0.21
C 17.56 8.92 13.53  0.66
C 11.83 18.09 15.78  0.46
C 10.53 14.68 19.89  -0.39
C 17.46 12.91 13.10  0.61
C 15.31 11.80 19.24  -0.71
H 17.61 9.23 15.55  0.06
H 14.56 16.05 12.50  0.40
C 19.89 9.05 19.16  -0.81
C 15.49 16.64 16.84  0.25
C 15.03 9.30 7.57  -0.64
H 20.76 9.47 18.71  0.31
H 17.27 15.22 20.14  0.21
H 11.64 14.89 21.75  0.40
O 10.87 14.79 18.45  -0.30
H 15.04 6.09 12.57  0.40
H 8.83 9.33 14.60  0.28
C 8.73 11.53 14.70  0.01
C 14.65 7.10 12.40  -1.48
H 18.08 12.40 15.23  0.06
H 13.37 14.73 12.89  0.12
H 15.78 12.62 19.78  0.24
C 14.41 15.14 13.11  -0.28
H 17.55 12.87 8.86  0.30
H 10.53 17.43 17.30  0.09
H 17.98 13.33 12.22  0.14
H 12.99 13.80 16.16  -0.25
H 12.07 11.56 12.07  -0.38
H 7.62 11.48 15.04  0.23
O 13.91 11.52 12.91  0.33
H 9.00 11.76 10.77  0.32
H 16.82 16.02 15.24  -0.03
C 15.79 16.49 19.23  0.77
H 15.44 9.19 11.98  -0.23
H 14.70 17.41 16.95  0.14
C 14.54 13.73 8.51  -0.02
N 16.70 11.18 17.06  -0.20
H 19.20 9.25 14.74  0.31
H 16.86 17.81 15.70  0.41
H 16.29 7.87 11.31  0.57
O 12.74 9.74 13.69  -0.69
H 15.34 12.97 8.29  -0.17
H 9.68 17.57 15.80  0.27
O 16.40 13.86 13.50  0.05
C 11.77 13.90 17.92  0.64
C 14.38 10.87 15.09  -0.34
H 14.33 10.45 10.38  -0.19
H 11.32 14.10 15.73  0.23
H 9.28 12.25 15.26  0.08
C 16.27 16.92 15.57  -1.02
H 20.10 8.28 19.86  0.32
H 19.78 15.87 17.90  0.22
N 12.85 18.13 15.28  -0.42
C 13.26 13.06 8.45  0.32
O 10.48 13.14 13.37  -0.45
H 14.66 14.49 7.77  0.51
C 11.82 14.91 20.63  -0.71
H 18.89 13.77 14.52  0.16
H 15.31 10.31 15.11  -0.38
H 15.10 9.70 6.54  0.29
O 17.20 8.33 7.94  -0.60
C 16.86 16.25 20.25  -1.10
C 18.47 12.79 14.28  -1.13
C 15.42 14.17 12.65  0.69
H 12.71 10.48 9.81  0.60
N 12.19 12.59 8.36  -0.52
C 18.90 9.89 19.80  0.46
H 13.84 10.52 15.96  0.55
O 15.44 13.69 11.54  -0.41
H 9.42 10.16 16.00  0.41
H 13.01 9.65 11.32  0.44
H 16.57 16.34 21.25  0.39
H 14.01 7.03 11.50  0.35
O 16.81 10.44 8.66  -0.17
C 9.64 12.54 12.72  0.79
H 17.00 12.22 10.46  0.02
H 15.53 17.14 14.82  0.39
O 17.95 9.60 12.60  -0.54
H 17.70 16.92 19.94  0.29

The charge is 0.


Record 3
Formula: C21H28Br12FNO3
Source: the OMol25 dataset
Level of theory: ωB97M-V/def2-TZVPD

Last column: Mulliken charge in e.
Positions of all 66 atoms, in Å:
H -3.45 1.11 1.35  0.19
C -3.78 1.56 0.41  -0.79
Br -3.92 -5.88 -0.52  -0.01
F 0.85 6.51 -0.29  -0.30
H -5.78 1.15 -5.48  0.37
C -0.64 0.61 1.01  -0.87
Br 5.07 -2.94 -0.57  0.11
H 3.36 -2.76 1.77  0.56
C 0.58 2.51 0.56  -0.60
C 2.30 -5.75 4.79  -0.41
H 1.65 6.62 1.56  0.35
C 1.57 -1.09 -0.55  0.62
H -0.20 -3.95 -0.33  0.75
C 0.38 0.78 -1.39  -1.80
H -0.35 0.12 -1.86  0.38
Br 4.86 -3.72 -3.64  -0.03
H 0.15 5.74 1.47  0.25
C 1.09 5.92 0.94  -0.42
Br -3.79 0.06 -4.50  -0.02
H 1.97 3.29 -0.92  0.40
H -0.14 2.91 1.30  0.48
C -0.26 1.47 -0.19  2.99
Br -4.00 2.37 -6.67  -0.01
C 0.60 -2.04 -0.81  -0.87
H 3.31 -0.64 0.56  0.58
Br -3.04 -2.98 0.47  0.07
N -4.02 3.00 0.54  -0.51
H -1.33 1.12 1.69  0.52
C 2.56 -1.39 0.37  -0.09
Br 0.47 -6.34 4.91  -0.04
C -3.15 -4.85 0.92  -0.44
H -4.94 3.20 0.91  0.25
C 0.59 -3.24 -0.13  -0.75
H -3.38 1.49 -1.66  -0.39
H -4.74 1.11 0.16  0.49
Br -1.45 -5.57 1.47  0.03
Br -5.20 2.82 -3.76  -0.03
H 0.59 1.56 -2.13  0.55
O 1.63 0.14 -1.17  -0.56
O 2.58 1.63 1.71  -0.63
Br 3.51 -7.23 4.56  -0.02
C 1.57 -3.53 0.82  -0.05
C 5.97 -2.94 -2.27  -0.34
C 1.42 1.58 1.41  0.36
C -1.54 2.13 -0.81  -1.71
H -0.20 -1.86 -1.53  0.44
H -1.68 3.11 -0.35  0.55
Br 7.70 -3.78 -2.19  -0.05
H -3.31 3.47 1.07  0.16
H -2.59 0.20 -0.81  0.09
H 1.91 4.20 1.81  0.33
H 2.93 4.85 0.52  0.37
H 0.46 4.19 -0.70  0.48
C 1.25 3.64 -0.19  -0.90
H -1.35 2.32 -1.86  0.53
C -4.83 1.55 -5.15  -0.34
Br 2.51 -4.44 3.39  0.19
O 0.61 0.55 1.78  -0.43
C 2.57 -2.60 1.04  -1.33
H -3.81 -4.93 1.76  0.41
H -0.93 -0.41 0.80  0.12
H 2.54 -5.28 5.73  0.34
C -2.81 1.27 -0.75  0.47
C 1.90 4.64 0.81  -0.77
H 6.13 -1.90 -2.54  0.35
H 1.48 -4.47 1.34  0.38

The charge is 0.


Record 4
Formula: C6H7NO2S
Source: the OMol25 dataset
Level of theory: ωB97M-V/def2-TZVPD

Last column: Mulliken charge in e.
Positions of all 17 atoms, in Å:
H -1.46 2.62 -1.63  0.32
C 1.55 -1.80 2.20  -0.91
N -0.44 1.06 -0.88  -0.35
C 0.84 -0.84 1.37  -0.53
H 2.16 -1.13 -0.13  0.27
H 1.14 0.41 -1.83  0.41
C 1.24 -0.54 0.12  -0.27
S -2.07 0.37 0.52  0.75
H 0.01 -0.49 1.76  0.58
H -1.67 1.12 -2.37  0.36
H -0.21 2.16 -2.56  0.49
H 2.43 -3.51 3.36  0.45
C 2.10 -2.66 2.83  0.34
O -2.49 -0.59 -0.49  -0.49
C -0.99 1.81 -1.99  -1.05
O -2.78 1.65 0.63  -0.52
C 0.62 0.35 -0.93  0.14

The charge is 0.


Calculated E_tot in order - -7067.133; -76672.049; -873088.901; -22751.317 eV
Calculated max |F| in order - 3.1; 3.5; 2.3; 4.8 eV/Å